(w)
{
  "formula": "C4H12N4",
  "method": "ωB97M-V with the def2-TZVPD basis set",
  "elements": ["H", "H", "N", "H", "H", "H", "H", "C", "H", "H", "N", "H", "H", "C", "H", "N", "C", "N", "C", "H"],
  "coordinates": [[2.430, -1.980, 0.061], [-0.146, 0.235, 1.240], [1.643, -0.286, 0.957], [2.970, -0.634, -1.121], [0.757, 2.525, -0.213], [-2.655, -1.508, 0.243], [-3.017, 0.244, -0.085], [-2.224, -0.434, 0.163], [-1.167, -0.901, -1.797], [0.976, -1.273, -0.913], [1.540, 1.097, 0.711], [-0.540, 1.710, -1.621], [-0.083, -0.985, -0.294], [2.031, -1.009, -0.315], [-2.490, 1.235, 1.741], [-0.554, 1.031, -0.737], [0.720, 1.504, -0.200], [-1.738, -0.030, 1.374], [-0.950, -0.318, -0.807], [2.498, -0.224, 1.614]],
  "mulliken_charge": [0.348, 0.445, -0.241, 0.233, 0.487, 0.226, 0.343, -0.282, 0.367, 0.262, -0.596, 0.302, 0.076, -0.641, 0.203, -0.158, -0.298, -0.673, -0.702, 0.298],
  "lumo_energy_ev": 0.67,
  "charge": 0,
  "multiplicity": 1,
  "gap_ev": 8.616
}

(x)
{
  "formula": "C4H12N4",
  "method": "ωB97M-V with the def2-TZVPD basis set",
  "elements": ["H", "H", "H", "H", "N", "H", "N", "N", "C", "H", "H", "H", "H", "C", "H", "C", "C", "N", "H", "H"],
  "coordinates": [[-1.871, -1.357, -1.358], [2.109, 0.137, -1.730], [-2.193, 0.922, 1.614], [-1.437, -1.458, 1.362], [-1.101, -1.452, -0.698], [0.350, 0.148, -1.843], [1.470, -1.576, 0.532], [1.233, 1.981, 0.625], [1.209, 0.694, -1.460], [2.099, 2.401, 0.944], [1.247, 1.672, -1.933], [-3.302, 0.045, 0.611], [0.901, -0.090, 1.791], [-1.292, -0.919, 0.431], [0.857, -2.003, -0.166], [1.122, 0.872, 0.025], [-2.322, 0.527, 0.606], [0.885, -0.300, 0.798], [-2.324, 1.265, -0.194], [2.360, -1.507, 0.044]],
  "mulliken_charge": [0.246, 0.300, 0.337, 0.260, -0.713, 0.287, -0.747, -0.747, -1.015, 0.244, 0.328, 0.433, 0.321, 0.280, 0.305, 0.510, -1.192, -0.020, 0.321, 0.263],
  "lumo_energy_ev": 0.86,
  "charge": 0,
  "multiplicity": 1,
  "smiles": "[H]/N=C(\\C)NN.[H]/N=C\\C",
  "gap_ev": 8.991
}

Energies, relative to the best one, in kcal/mol: (w) 126.2; (x) 0.0.

(w)
{
  "formula": "C4H12N4",
  "method": "ωB97M-V with the def2-TZVPD basis set",
  "elements": ["H", "C", "H", "C", "N", "H", "N", "C", "H", "H", "H", "H", "N", "H", "C", "H", "H", "N", "H", "H"],
  "coordinates": [[0.661, 0.043, 1.525], [1.010, -0.993, -0.799], [-1.217, 0.353, 3.196], [-0.894, 1.258, 2.683], [-0.150, 0.850, 1.493], [-0.271, 1.866, 3.345], [-0.984, -0.393, 0.615], [0.059, -1.248, 0.285], [0.171, 1.618, 0.899], [-0.018, -0.611, -3.371], [2.220, -2.412, -0.387], [-1.779, 1.825, 2.395], [2.080, -1.651, -1.049], [-0.102, -2.290, 0.551], [-0.265, 0.100, -2.573], [-1.198, -0.231, -2.114], [-1.344, 0.210, -0.122], [0.788, 0.190, -1.558], [1.666, 0.432, -2.004], [-0.431, 1.086, -3.011]],
  "mulliken_charge": [0.470, 0.532, 0.306, -0.784, -0.412, 0.321, -0.481, -0.806, 0.360, 0.317, 0.233, 0.301, -0.812, 0.393, -0.898, 0.308, 0.311, -0.273, 0.330, 0.285],
  "lumo_energy_ev": 0.69,
  "charge": 0,
  "multiplicity": 1,
  "gap_ev": 7.849
}

(x)
{
  "formula": "C4H12N4",
  "method": "ωB97M-V with the def2-TZVPD basis set",
  "elements": ["H", "N", "H", "H", "C", "H", "N", "H", "H", "H", "H", "C", "H", "C", "N", "H", "N", "C", "H", "H"],
  "coordinates": [[1.328, -1.899, 1.091], [-0.649, -0.260, 0.938], [-1.763, -0.242, -2.335], [1.739, -0.447, -1.845], [-1.922, -0.044, -1.272], [-2.236, 1.001, -1.184], [1.059, 0.191, 0.939], [-2.035, 1.335, 0.942], [2.624, -1.062, 0.261], [-1.181, 0.919, 2.427], [0.160, 1.722, -0.746], [1.912, -0.975, 1.088], [-2.733, -0.683, -0.914], [-0.623, -0.327, -0.539], [1.446, 0.532, -1.792], [1.542, 1.065, 1.145], [-1.372, 0.754, 1.446], [0.515, 0.687, -0.881], [-0.277, -1.330, -0.797], [2.465, -0.935, 2.028]],
  "mulliken_charge": [0.265, 0.058, 0.418, 0.211, -1.615, 0.363, -0.350, 0.180, 0.301, 0.211, 0.384, -0.879, 0.389, 0.341, -0.779, 0.333, -0.444, -0.044, 0.312, 0.346],
  "lumo_energy_ev": 0.89,
  "charge": 0,
  "multiplicity": 1,
  "gap_ev": 8.504
}

Energies, relative to the best one, in kcal/mol: (w) 0.0; (x) 27.9.

(w)
{
  "formula": "C5H7NOS",
  "method": "ωB97M-V with the def2-TZVPD basis set",
  "elements": ["H", "H", "C", "C", "O", "H", "H", "C", "H", "C", "N", "H", "H", "C", "S"],
  "coordinates": [[0.180, -1.707, -1.866], [3.054, -0.766, 0.195], [-0.170, 0.493, -0.190], [0.718, -1.803, -0.940], [0.123, 1.455, -2.370], [-2.318, -0.288, 2.281], [2.349, 0.901, 0.548], [2.215, -0.076, 0.084], [-1.302, 2.137, -1.070], [-0.437, 1.446, -1.299], [-1.079, 0.552, 0.686], [1.714, -2.254, -1.145], [0.146, -2.504, -0.259], [0.998, -0.421, -0.352], [-1.074, -0.554, 1.979]],
  "mulliken_charge": [0.306, 0.314, 0.552, -1.013, -0.474, 0.166, 0.276, -0.897, 0.346, -0.052, -0.519, 0.364, 0.238, 0.512, -0.120],
  "lumo_energy_ev": -0.06,
  "charge": 0,
  "multiplicity": 1,
  "smiles": "C=C(C)/C(C=O)=N\\S",
  "gap_ev": 9.457
}

(x)
{
  "formula": "C5H7NOS",
  "method": "ωB97M-V with the def2-TZVPD basis set",
  "elements": ["S", "H", "C", "C", "H", "H", "C", "H", "H", "C", "O", "N", "C", "H", "H"],
  "coordinates": [[2.505, -0.928, 0.266], [0.993, -2.808, -0.123], [1.042, -1.781, -0.474], [-1.764, 1.425, 0.243], [-0.914, -1.060, -0.811], [-2.059, 0.382, 0.189], [-0.141, -0.821, -0.063], [-2.089, 1.927, 1.197], [-2.330, 1.980, -0.419], [1.811, 0.768, 0.184], [2.446, 1.788, 0.156], [-0.395, 1.601, 0.251], [0.355, 0.581, 0.026], [-0.598, -1.313, 0.927], [1.138, -1.741, -1.547]],
  "mulliken_charge": [-0.159, 0.395, -0.683, -0.773, 0.368, 0.292, -0.695, 0.263, 0.305, 0.417, -0.500, -0.422, 0.633, 0.244, 0.316],
  "lumo_energy_ev": -0.23,
  "charge": 0,
  "multiplicity": 1,
  "smiles": "C/N=C1\\CCSC1=O",
  "gap_ev": 9.249
}

(y)
{
  "formula": "C5H7NOS",
  "method": "ωB97M-V with the def2-TZVPD basis set",
  "elements": ["O", "C", "H", "H", "C", "S", "N", "H", "C", "H", "H", "C", "H", "C", "H"],
  "coordinates": [[2.274, -1.170, 2.604], [0.997, 0.176, 1.092], [-0.391, 2.095, -0.152], [-1.576, -1.386, 0.397], [-0.516, -1.341, 0.115], [0.438, -2.415, 1.224], [-0.531, 0.815, -2.046], [1.486, 1.072, 1.290], [1.398, -1.044, 1.796], [0.430, 1.002, -2.223], [-1.753, 1.168, -0.326], [-0.680, 1.107, -0.534], [-1.086, 1.516, -2.537], [-0.017, 0.026, 0.248], [-0.473, -1.622, -0.948]],
  "mulliken_charge": [-0.551, -0.546, 0.341, 0.330, -0.577, -0.168, -0.593, 0.480, 0.414, 0.225, 0.343, -0.838, 0.251, 0.503, 0.386],
  "lumo_energy_ev": 0.38,
  "charge": 0,
  "multiplicity": 1,
  "smiles": "NCC1=CC(=O)SC1",
  "gap_ev": 9.802
}

(z)
{
  "formula": "C5H7NOS",
  "method": "ωB97M-V with the def2-TZVPD basis set",
  "elements": ["S", "H", "C", "H", "O", "C", "H", "H", "C", "H", "N", "H", "C", "C", "H"],
  "coordinates": [[1.188, -1.801, -0.796], [2.635, 0.574, -0.142], [-2.057, -1.512, -1.267], [2.396, 1.286, 2.305], [1.197, 1.932, 0.672], [0.677, -0.310, -0.307], [-1.327, -2.313, -1.379], [-3.075, -1.755, -1.576], [1.520, 1.014, 1.727], [-2.551, 0.486, -0.698], [-0.556, 0.229, -0.341], [-0.587, 1.173, 0.000], [-1.777, -0.307, -0.789], [1.676, 0.640, 0.316], [0.642, 0.661, 2.274]],
  "mulliken_charge": [-0.383, 0.434, -0.770, 0.278, -0.496, 0.254, 0.208, 0.238, -0.286, 0.270, -0.148, 0.258, 0.066, -0.150, 0.227],
  "lumo_energy_ev": 0.38,
  "charge": 0,
  "multiplicity": 1,
  "smiles": "C=CNC(=S)[C@@H]1CO1",
  "gap_ev": 8.925
}

Energies, relative to the best one, in kcal/mol: (w) 36.3; (x) 23.5; (y) 0.0; (z) 33.8.

(w)
{
  "formula": "C3H4NO",
  "method": "ωB97M-V with the def2-TZVPD basis set",
  "elements": ["O", "H", "H", "C", "H", "H", "N", "C", "C"],
  "coordinates": [[-1.114, 0.831, -0.204], [1.247, -1.031, 0.413], [0.491, 0.922, 1.180], [-0.785, -1.158, 0.192], [0.628, 1.947, -0.348], [0.741, -1.148, -1.206], [0.429, -1.101, -0.204], [0.093, 1.052, 0.136], [-1.730, -0.316, 0.041]],
  "mulliken_charge": [-0.103, 0.360, 0.325, 0.423, 0.310, 0.332, -0.372, -0.082, -0.192],
  "lumo_energy_ev": [-7.22, -7.23],
  "charge": 1,
  "multiplicity": 1,
  "gap_ev": [8.058, 7.959]
}

(x)
{
  "formula": "C3H4NO",
  "method": "ωB97M-V with the def2-TZVPD basis set",
  "elements": ["H", "H", "H", "H", "C", "C", "N", "O", "C"],
  "coordinates": [[-2.295, 1.210, 0.113], [2.664, 1.148, -0.659], [2.208, 0.672, 1.080], [-1.733, -1.863, -0.137], [-1.705, -0.765, -0.114], [1.110, -0.310, -0.139], [-2.261, 0.245, -0.033], [0.078, -0.983, -0.132], [1.935, 0.647, 0.022]],
  "mulliken_charge": [0.295, 0.324, 0.271, 0.361, 0.174, 0.704, -0.084, -0.403, -0.642],
  "lumo_energy_ev": -4.87,
  "charge": 1,
  "multiplicity": 1,
  "gap_ev": 10.247
}

(y)
{
  "formula": "C3H4NO",
  "method": "ωB97M-V with the def2-TZVPD basis set",
  "elements": ["C", "C", "C", "N", "H", "O", "H", "H", "H"],
  "coordinates": [[1.339, 1.589, -0.777], [-0.113, -1.690, 0.192], [-0.854, 0.615, 0.504], [-0.484, -0.538, 0.420], [-1.247, 1.100, 1.456], [1.888, 2.180, -1.541], [-0.670, 1.262, -0.417], [0.977, -1.933, 0.122], [-0.837, -2.586, 0.041]],
  "mulliken_charge": [0.072, -0.149, -0.189, 0.146, 0.312, -0.077, 0.322, 0.286, 0.278],
  "lumo_energy_ev": -5.59,
  "charge": 1,
  "multiplicity": 1,
  "gap_ev": 11.652
}

Energies, relative to the best one, in kcal/mol: (w) 125.1; (x) 28.2; (y) 0.0.